# 1
Entry from the Open Molecules 2025 dataset: one molecule with the formula C21H27ClN2O5 (wB97M-V/def2-TZVPD).

- Electronic energy: -1762.247870 a.u.
- Orbital gap: 9.7361 eV
- Total charge: 0
- SMILES: COc1c(C)cc(C(=O)NCCCOCCNC(=O)C#C[C@H]2CCOC2)cc1Cl
- E_HOMO: -9.1 eV
- Relative energy (zero: lowest compared OMol25 entry of this formula, charge and spin): 255.35 kJ/mol

XYZ file:
```
56
Properties=species:S:1:pos:R:3:mulliken_charge:R:1
C -1.38780 -2.45372 6.61314 -0.707
O -0.21335 -1.91579 6.00981 -0.595
C -0.45090 -1.28205 4.82155 0.163
C -0.32893 -1.98530 3.62203 0.757
C 0.03471 -3.44366 3.62360 -1.575
C -0.54152 -1.30641 2.43107 -0.720
C -0.84334 0.04901 2.41010 0.374
C -1.01646 0.69900 1.06830 0.254
O -1.38351 0.05560 0.09739 -0.665
N -0.71299 2.01754 1.00184 -0.079
C -0.75807 2.76947 -0.23897 -0.880
C 0.62529 2.94654 -0.85411 -0.079
C 0.59869 3.77991 -2.11744 -0.751
O -0.19288 3.10809 -3.07694 -0.287
C -0.12358 3.66603 -4.37367 -0.556
C -0.51918 2.56824 -5.33647 -0.790
N 0.44631 1.44984 -5.47533 -0.312
C 1.38019 1.28297 -4.40198 0.230
O 2.28396 2.05027 -4.17397 -0.556
C 1.10774 0.15226 -3.54169 -0.034
C 0.85157 -0.71921 -2.75486 -0.671
C 0.52609 -1.73493 -1.76822 1.145
C 0.58856 -3.18846 -2.25169 -0.897
C 0.64342 -3.93686 -0.92252 -0.406
O 1.25374 -3.05039 0.02495 -0.410
C 1.49732 -1.79073 -0.59051 -0.665
C -0.96211 0.74358 3.60650 -0.542
C -0.76940 0.07329 4.80126 0.145
Cl -0.92229 0.93755 6.29693 -0.212
H -1.07274 -2.92472 7.54059 0.270
H -2.11018 -1.66483 6.83280 0.288
H -1.85155 -3.20043 5.96347 0.253
H 0.45756 -3.72245 2.65937 0.355
H 0.75830 -3.66353 4.40698 0.369
H -0.84389 -4.06762 3.80248 0.324
H -0.45595 -1.84021 1.49346 0.676
H -0.30590 2.45369 1.81071 0.287
H -1.40507 2.23089 -0.92723 0.280
H -1.21332 3.74465 -0.04457 0.341
H 1.29318 3.43166 -0.13570 0.364
H 1.04796 1.96504 -1.08401 -0.046
H 0.18223 4.77854 -1.91858 0.413
H 1.61606 3.90657 -2.50344 0.425
H -0.81767 4.51081 -4.46946 0.461
H 0.89044 4.02341 -4.57943 0.360
H -1.47374 2.16170 -4.99504 0.263
H -0.68294 2.98244 -6.33076 0.477
H 1.02270 1.66548 -6.28339 0.364
H -0.47232 -1.51560 -1.38219 0.275
H -0.26460 -3.47330 -2.86424 0.368
H 1.50058 -3.34731 -2.82931 0.361
H -0.36085 -4.18449 -0.56623 0.270
H 1.22886 -4.85565 -0.97921 0.352
H 2.53246 -1.72660 -0.94403 0.447
H 1.32182 -1.00078 0.13915 0.147
H -1.23272 1.79092 3.63775 0.577
```

# 2
Entry from the Open Molecules 2025 dataset: a 3-piece molecular cluster, C13H21ClF6IN5O5P overall at a distorted geometry (wB97M-V/def2-TZVPD).

- Electronic energy: -2856.204739 a.u.
- Orbital gap: 8.4213 eV
- Total charge: +1
- E_HOMO: -12.0 eV

XYZ file:
```
53
Properties=species:S:1:pos:R:3:mulliken_charge:R:1
N -3.96461 1.07543 0.57535 -0.592
C -3.19087 0.46185 1.35342 -0.118
C -1.92867 1.00943 1.98397 -0.794
N -0.72317 0.46462 1.35082 0.355
C -0.48175 -0.98904 1.28754 -1.332
C -0.09060 -1.23506 -0.18956 0.539
N -1.23664 -1.43570 -1.05116 -0.269
P 1.06218 -2.77876 -0.11066 0.243
O -0.08768 -3.93324 -0.18181 -0.431
Cl 1.68470 -2.91439 -2.03770 -0.189
N 0.54082 0.07613 -0.43061 -0.627
I 1.35089 0.60108 -2.24906 0.317
C -0.24019 0.98033 0.22757 0.931
N -0.48083 2.20024 -0.22728 -0.352
H -3.66233 2.03995 0.42123 0.272
H -3.44548 -0.57174 1.60000 0.431
H -1.89155 0.80254 3.05613 -0.039
H -1.91533 2.09686 1.87518 0.585
H -1.32250 -1.58227 1.64825 0.404
H 0.36272 -1.22887 1.94315 0.458
H -1.47973 -0.64193 -1.62870 0.289
H -2.06252 -1.74795 -0.55839 0.271
H -0.82302 -3.80662 0.43323 0.329
H -0.69593 2.97934 0.37281 0.261
H -0.30645 2.39175 -1.20356 0.040
C 2.20268 -1.40244 -9.21491 -1.105
C 2.50208 -1.67022 -7.75897 -0.211
O 2.84186 -0.44155 -7.06151 -0.307
C 1.83201 0.29759 -6.65581 0.358
O 0.66099 0.08777 -6.76573 -0.491
C 2.36932 1.54461 -5.91378 0.861
F 3.39971 2.10477 -6.52804 -0.229
F 2.78237 1.16930 -4.66678 -0.285
F 1.40852 2.44601 -5.74902 -0.237
H 3.04204 -0.89609 -9.69070 0.311
H 2.02762 -2.34575 -9.73042 0.373
H 1.31568 -0.78010 -9.32622 0.321
H 3.38039 -2.29906 -7.64008 0.315
H 1.66291 -2.14286 -7.25087 0.323
C -0.43897 -0.68878 8.39769 -1.083
C -1.32271 0.44676 7.93941 -0.228
O -0.58785 1.36679 7.08548 -0.312
C -0.47020 1.03990 5.82347 0.331
O -0.90817 0.07679 5.25512 -0.546
C 0.30105 2.14049 5.05680 0.988
F 1.36622 2.57999 5.71256 -0.251
F -0.52029 3.17698 4.81998 -0.275
F 0.69338 1.64985 3.87391 -0.239
H 0.44809 -0.30403 8.89978 0.314
H -0.98854 -1.31798 9.09634 0.373
H -0.12008 -1.30467 7.55752 0.308
H -1.65165 1.06001 8.77362 0.327
H -2.19991 0.09195 7.40101 0.314
```

# 3
Entry from the Open Molecules 2025 dataset: a 4-piece molecular cluster, C4H12O4 overall at a distorted geometry (wB97M-V/def2-TZVPD).

- Electronic energy: -460.089063 a.u.
- Orbital gap (alpha / beta): 7.7546 / 6.2094 eV
- Multiplicity: 2
- Total charge: +1
- E_HOMO (alpha / beta): -14.6 / -14.4 eV
- Relative energy (zero: lowest compared OMol25 entry of this formula, charge and spin): 257.86 kJ/mol

XYZ file:
```
20
Properties=species:S:1:pos:R:3:mulliken_charge:R:1
C 2.74089 0.82458 0.25340 -0.991
C 2.26129 -0.16444 -0.73336 0.293
C 1.19028 -1.05485 -0.43080 -0.047
C 0.43991 -1.22486 0.70976 -0.373
O -0.70930 -2.05244 0.73608 -0.373
H 2.39990 1.85515 -0.00476 0.345
H 3.84357 0.77929 0.40264 0.390
H 2.56312 -0.22097 -1.82718 0.328
H 0.90901 -1.64410 -1.26353 0.346
H 0.74051 -0.85525 1.62732 0.400
H -1.40643 -1.60766 0.22718 0.418
H 0.13105 0.58933 0.10168 0.311
H 2.26899 0.56105 1.19812 0.241
O -0.17714 1.54177 0.21088 -0.635
H -3.40604 -1.12442 -1.40385 0.334
H -3.01273 0.32485 -0.22631 0.397
O -2.79523 -0.91041 -0.73553 -0.403
H -3.81271 1.56085 0.66703 0.303
H -1.22066 1.53737 0.18987 0.430
O -2.94827 1.28515 0.30135 -0.713
```

# 4
Entry from the Open Molecules 2025 dataset: C12H24Li6O11P2 as an isolated structure at a distorted geometry (wB97M-V/def2-TZVPD).

- Electronic energy: -2027.301237 a.u.
- Orbital gap: 1.6621 eV
- Total charge: 0
- E_HOMO: -4.0 eV
- Relative energy (zero: lowest compared OMol25 entry of this formula, charge and spin): 1520.17 kJ/mol

XYZ file:
```
55
Properties=species:S:1:pos:R:3:mulliken_charge:R:1
Li -3.29453 -0.08074 1.81435 0.819
Li -1.20854 2.95596 5.92837 0.799
Li -1.01400 -0.65661 5.01064 0.816
Li 2.96274 2.05505 3.24355 0.851
Li -3.99606 3.54920 2.82605 0.802
Li 1.50952 -1.17251 1.00681 0.864
P -0.23527 1.28640 2.29399 0.937
O -1.52493 2.03875 1.80806 -0.789
O 1.02271 1.37906 1.43765 -0.897
O -0.69586 -0.19405 2.37047 -0.906
O 0.22683 1.55351 3.78567 -0.856
P -4.27737 1.70296 5.72215 0.803
O -3.73256 3.16055 5.55345 -0.875
O -3.07874 0.92385 6.28208 -0.798
O -4.61821 1.11191 4.32206 -0.765
O -5.53369 1.41061 6.62826 -0.825
C 4.59146 -1.09835 -3.50217 -0.516
C 4.39953 -2.60984 -3.79497 -0.549
C 3.64398 -3.06508 -2.57484 -0.427
O 2.83942 -1.91729 -2.15304 -0.389
C 3.50869 -0.68129 -2.55016 -0.375
H 4.57468 -0.46751 -4.39091 0.329
H 5.53380 -0.98289 -2.96668 0.242
H 5.38479 -3.07589 -3.80769 0.279
H 3.90197 -2.65624 -4.76367 0.313
H 4.42476 -3.19504 -1.82544 0.271
H 3.08053 -3.98942 -2.70216 0.329
H 3.84194 -0.09451 -1.69417 0.271
H 2.77983 -0.08202 -3.09581 0.232
C -1.48159 6.42444 -2.41262 -0.530
C -0.70450 5.32060 -1.76188 -0.482
C 0.59393 5.22455 -2.59142 -0.402
O 0.77407 6.51759 -3.19725 -0.408
C -0.36177 7.32525 -2.88089 -0.463
H -2.19538 6.88108 -1.72699 0.323
H -1.97739 5.97194 -3.27142 0.292
H -1.17593 4.33782 -1.76256 0.299
H -0.36350 5.70460 -0.80045 0.265
H 0.58474 4.44475 -3.35294 0.303
H 1.42457 5.04295 -1.90939 0.218
H -0.67701 7.96069 -3.70850 0.321
H -0.18239 7.98333 -2.03068 0.269
C -0.52241 -5.44267 0.88681 -0.338
C -1.11159 -6.66749 1.46663 -0.543
C -2.62194 -6.20825 1.53435 -0.365
O -2.73883 -5.78599 0.13778 -0.421
C -1.47363 -5.20311 -0.23840 -0.468
H 0.45491 -5.58180 0.42464 0.257
H -0.56061 -4.62746 1.60936 0.209
H -0.79930 -6.90847 2.48275 0.327
H -0.89491 -7.50396 0.80221 0.269
H -2.88932 -5.35448 2.15698 0.257
H -3.32399 -7.04118 1.57236 0.275
H -1.62880 -4.16130 -0.51887 0.259
H -1.16483 -5.76218 -1.12167 0.287
```

# 5
Entry from the Open Molecules 2025 dataset: C29H72BF10FeNO31S11 as an isolated structure at a distorted geometry (wB97M-V/def2-TZVPD).

- Electronic energy: -10202.253924 a.u.
- Orbital gap (alpha / beta): 5.6235 / 4.5243 eV
- Multiplicity: 5
- Total charge: 0
- E_HOMO (alpha / beta): -10.5 / -10.3 eV
- Relative energy (zero: lowest compared OMol25 entry of this formula, charge and spin): 1261.75 kJ/mol

XYZ file:
```
156
Properties=species:S:1:pos:R:3:mulliken_charge:R:1
Fe 0.25843 2.05406 1.71686 1.890
B 3.45774 3.59356 2.09447 0.484
F 2.98607 2.54323 1.37297 -0.302
F 2.50991 3.68960 3.16312 -0.445
F 4.74279 3.23159 2.62246 -0.376
F 3.26692 4.69759 1.27715 -0.367
C 1.32468 -0.97534 -1.35236 0.701
F 1.86735 -1.46382 -2.43835 -0.185
F 0.62198 -1.88599 -0.74967 -0.227
F 2.26638 -0.40341 -0.61104 -0.182
S 0.04416 0.35475 -1.92320 0.813
O 0.79260 1.60202 -2.17475 -0.562
O -0.61656 -0.18968 -3.11758 -0.548
N -0.99064 0.46973 -0.48168 -0.352
S -2.40445 -0.14645 -0.93524 0.913
O -3.03857 0.73033 -1.98568 -0.580
O -2.28458 -1.57625 -1.14949 -0.510
C -3.59851 0.13771 0.54427 0.456
F -2.99852 -0.09602 1.69413 -0.178
F -4.02071 1.44405 0.53420 -0.186
F -4.69146 -0.67513 0.31050 -0.189
O -8.47744 5.19570 -0.51820 -0.552
S -9.77860 4.69896 0.00215 1.066
O -10.81785 5.64533 0.40107 -0.600
O -10.42751 3.65724 -1.09738 -0.247
C -11.77252 3.27409 -1.05103 -0.196
C -12.08970 2.64054 -2.45196 -1.238
C -9.42769 3.50941 1.40271 -0.916
H -12.56438 3.92253 -0.67609 0.382
H -11.88736 2.37928 -0.43928 0.253
H -12.90996 1.92334 -2.42189 0.406
H -11.33701 1.99053 -2.89810 0.330
H -12.52901 3.38402 -3.11706 0.299
H -10.44332 3.30477 1.74140 0.325
H -8.84452 3.98467 2.19147 0.360
H -8.94530 2.57990 1.10035 0.327
O 2.96615 -1.07866 -10.43664 -0.598
S 2.84062 -0.17079 -9.27477 1.135
O 3.78563 0.84641 -8.98630 -0.565
O 1.33616 0.50064 -9.40889 -0.306
C 0.91023 1.63281 -8.59339 -0.135
C -0.53940 1.38974 -8.38288 -1.111
C 2.53529 -1.30404 -7.83137 -0.919
H 1.01259 2.60576 -9.07401 0.288
H 1.43350 1.77196 -7.64739 0.289
H -0.94720 1.15898 -9.36703 0.293
H -1.11783 2.21399 -7.96560 0.365
H -0.60622 0.54502 -7.69725 0.264
H 3.35217 -2.02241 -7.76255 0.387
H 1.56283 -1.77715 -7.96772 0.326
H 2.52215 -0.74307 -6.89690 0.289
O 7.62813 -2.01174 -6.44268 -0.629
S 7.90963 -1.75900 -4.99925 1.096
O 9.29276 -1.43591 -4.59004 -0.625
O 6.99664 -0.48722 -4.51223 -0.156
C 7.15623 0.80434 -5.21576 -0.354
C 6.09236 1.78520 -4.59213 -1.057
C 7.16973 -3.08192 -3.91852 -0.856
H 7.01017 0.69234 -6.29011 0.387
H 8.11679 1.27552 -5.00737 0.300
H 6.30352 2.83744 -4.78265 0.385
H 6.32793 1.70242 -3.53112 0.284
H 5.06869 1.49269 -4.82585 0.247
H 7.00962 -2.52638 -2.99449 0.277
H 7.83672 -3.94402 -3.92179 0.357
H 6.29110 -3.43765 -4.45663 0.347
O 0.44188 -0.45632 4.31075 -0.457
S 0.74504 -1.28692 5.43360 0.942
O 2.06085 -1.88129 5.66643 -0.570
O 0.29850 -0.42238 6.76668 -0.301
C 0.89362 -0.86922 7.97048 -0.288
C -0.24573 -0.87285 9.05620 -1.091
C -0.52461 -2.66104 5.52812 -0.990
H 1.70730 -0.23327 8.31921 0.346
H 1.29706 -1.87890 7.89378 0.347
H -0.96661 -0.08104 8.85255 0.285
H 0.20501 -0.89434 10.04841 0.366
H -0.81117 -1.80468 9.06288 0.277
H -0.49592 -3.18775 6.48198 0.311
H -0.48866 -3.36174 4.69395 0.426
H -1.50702 -2.22299 5.35185 0.348
O -4.40713 4.19035 5.06177 -0.578
S -2.99580 4.62092 4.95391 0.982
O -1.96577 3.85644 4.21094 -0.461
O -2.83100 6.08827 4.32107 -0.261
C -3.75260 7.18507 4.59565 -0.400
C -2.97889 8.47790 5.04144 -0.960
C -2.35277 5.07783 6.57582 -0.937
H -4.37909 6.90667 5.44306 0.322
H -4.37693 7.32507 3.71320 0.376
H -3.47960 9.34135 5.47945 0.343
H -2.52752 8.77695 4.09543 0.274
H -2.13070 8.17461 5.65520 0.270
H -1.41607 5.62303 6.45993 0.308
H -2.17485 4.13273 7.08889 0.371
H -3.06416 5.67371 7.14762 0.340
O -3.73026 -5.27879 1.25124 -0.583
S -3.72772 -6.52591 0.56345 1.161
O -2.94107 -7.65493 1.05024 -0.604
O -5.27846 -6.95770 0.54108 -0.307
C -6.34559 -5.94442 0.44900 -0.138
C -7.66942 -6.49588 0.00588 -1.200
C -3.52065 -6.34820 -1.21702 -0.862
H -6.05530 -5.14216 -0.22938 0.295
H -6.36016 -5.41979 1.40433 0.304
H -8.26932 -5.60251 -0.16771 0.351
H -8.10274 -7.09501 0.80673 0.305
H -7.76459 -7.16960 -0.84567 0.316
H -2.59730 -5.86216 -1.53212 0.337
H -4.32175 -5.73175 -1.62484 0.295
H -3.39240 -7.30441 -1.72429 0.332
O 2.23367 -6.39038 5.12974 -0.554
S 3.33086 -7.28642 4.65599 1.128
O 3.29513 -8.71476 5.03217 -0.620
O 3.41735 -7.39969 2.95349 -0.374
C 2.88030 -6.28002 2.26037 -0.138
C 3.65401 -6.15929 1.03933 -1.108
C 5.02126 -6.60807 4.96049 -0.791
H 2.85798 -5.30053 2.73807 0.305
H 1.81481 -6.50110 2.19752 0.338
H 4.15232 -7.10347 0.81960 0.305
H 4.42566 -5.40222 1.17902 0.269
H 3.04438 -5.97484 0.15478 0.327
H 5.42181 -7.41675 5.57180 0.359
H 4.97171 -5.59850 5.36842 0.298
H 5.46706 -6.69754 3.96985 0.262
O -3.11865 6.43263 -0.68301 -0.603
S -1.83924 5.83495 -1.13670 1.062
O -1.11531 4.88931 -0.26701 -0.497
O -2.01375 4.97846 -2.59088 -0.188
C -2.34470 5.70795 -3.76698 -0.351
C -3.86664 5.40376 -3.94497 -1.103
C -0.59092 7.13786 -1.59757 -1.024
H -1.77893 5.37628 -4.63761 0.334
H -2.25277 6.79249 -3.70845 0.302
H -4.25756 6.06721 -4.71640 0.363
H -4.48898 5.54960 -3.06207 0.289
H -3.98996 4.34446 -4.17030 0.299
H 0.13309 7.17460 -0.78360 0.424
H -1.03088 8.11204 -1.81093 0.328
H -0.08005 6.67991 -2.44456 0.347
O 8.64084 -3.78009 2.89588 -0.624
S 8.84381 -4.12046 1.50783 1.181
O 8.36454 -5.40425 0.98726 -0.623
O 8.08392 -2.95917 0.62500 -0.246
C 8.22381 -1.57136 1.13291 -0.088
C 8.10341 -0.49020 0.08217 -1.258
C 10.53917 -3.90080 1.03148 -0.974
H 9.20788 -1.40382 1.57067 0.312
H 7.49978 -1.29457 1.89923 0.242
H 8.81314 -0.55505 -0.74256 0.344
H 8.32971 0.46743 0.55103 0.410
H 7.08097 -0.38659 -0.28112 0.261
H 11.04422 -4.86646 1.05436 0.405
H 11.03706 -3.27748 1.77424 0.339
H 10.63492 -3.60958 -0.01452 0.319
```